Below is a 2-piece molecular cluster, C6H10O2P overall at a distorted geometry, with properties calculated with wB97M-V/def2-TZVPD.

The geometry in XYZ format:
```
19
Properties=species:S:1:pos:R:3
C -0.216 1.277 -0.059
C 0.506 0.205 -0.236
C -1.734 1.277 -0.276
C -0.038 -1.101 -0.117
C -2.338 -0.100 -0.176
C -1.491 -1.075 0.582
O 4.353 -0.592 -0.968
O 4.593 1.552 0.402
P 4.077 0.165 0.282
H 0.171 2.262 -0.182
H -2.239 2.041 0.272
H -1.860 1.823 -1.267
H -0.083 -1.545 -1.156
H 0.705 -1.925 0.384
H -3.405 -0.194 0.350
H -2.615 -0.398 -1.265
H -1.788 -2.163 0.482
H -1.194 -0.745 1.614
H 4.594 -0.765 1.333
```

Properties
Kohn-Sham gap (alpha / beta) (eV): 8.0 / 5.5
Total charge: -1
Energy above the lowest of the compared OMol25 structures with the same formula, charge and spin (eV): 4.854
2S+1: 1

These are the Löwdin partial charges, in e, on atoms 1 to 6: number 1, C, carries -0.1636; number 2, C, carries -0.0818; number 3, C, carries -0.2337; number 4, C, carries -0.2756; number 5, C, carries -0.2624; number 6, C, carries -0.2187